Entry 1:
The following is a quantum chemistry calculation of a 2-piece molecular cluster, C4H10N overall at a distorted geometry, from OMol25.

XYZ file:
```
15
Properties=species:S:1:pos:R:3:forces:R:3
C 0.478285 -1.180093 1.779785 0.240 1.739 -0.945
C -0.721343 1.469680 -1.058697 -0.057 0.239 -0.235
C 0.293997 -1.483654 -0.596820 -1.691 -2.192 -1.426
C 0.046011 1.602002 0.149211 -0.079 -1.870 1.130
N 0.428453 -0.754865 0.580633 -0.520 1.413 1.943
H 0.336319 -0.461798 2.605651 0.345 -0.279 -0.386
H 0.743630 -2.170746 2.036710 -0.200 -1.313 0.151
H -1.348185 2.376266 -0.964613 0.081 0.556 -0.178
H -0.094154 1.623336 -2.028257 -1.428 -0.716 1.632
H -1.532316 0.712722 -0.908478 1.070 0.220 -0.955
H 0.529476 -2.549152 -0.617841 0.091 -0.255 0.918
H 0.946006 -1.116726 -1.326315 0.746 1.030 -1.348
H -0.785229 -1.482369 -0.992369 1.489 0.465 0.619
H -0.227913 1.177107 1.122158 -0.794 0.971 -0.578
H 0.906964 2.238291 0.219241 0.705 -0.009 -0.342
```
Positions in Å, forces in eV/Å.

Computed properties:
* net charge: +1
* electronic energy: -5789.7036 eV
* frontier orbital gap: 8.6 eV
* ΔE to the lowest compared entry with this formula, charge and spin: 95.8 kcal per mole
* LUMO: -5.93 eV


Entry 2:
The following is a quantum chemistry calculation of a 2-piece molecular cluster, C3H10N2O3 overall at a distorted geometry, from OMol25.

XYZ file:
```
18
Properties=species:S:1:pos:R:3:forces:R:3
N 1.176960 1.142631 -1.086404 -0.212 0.852 -0.073
C 0.273538 0.540024 -0.257024 0.069 -1.165 -2.283
O -0.889340 0.894516 -0.227974 -0.065 0.385 0.449
C 0.709437 -0.825605 0.264843 -0.534 0.076 2.743
N 1.872500 -0.637739 1.118221 1.186 -0.790 -0.590
C -0.509750 -1.525120 0.953782 0.791 0.011 -0.666
O -0.127951 -2.779470 1.509593 0.100 -0.042 -0.388
H 0.822091 1.931970 -1.611155 0.043 -0.025 0.271
H 2.178739 1.079239 -1.039640 -0.069 -0.468 0.402
H 1.034660 -1.552302 -0.480436 -0.059 0.577 -0.628
H 1.768217 -0.224975 2.023018 -0.751 0.443 0.308
H 2.303327 -1.537977 1.291226 0.028 0.054 -0.018
H -1.205090 -1.646431 0.117784 -0.539 -0.031 0.503
H -0.928866 -0.979242 1.793691 -0.091 0.370 -0.289
H -0.026573 -3.393076 0.774197 0.023 -0.137 0.164
O -2.747963 3.506024 -1.583195 -0.689 0.789 -0.508
H -3.456586 3.277457 -2.213450 0.745 -0.192 0.582
H -2.247350 2.730077 -1.347077 0.025 -0.707 0.022
```
Positions in Å, forces in eV/Å.

Computed properties:
* structure (SMILES): NC(=O)[C@@H](N)CO.O
* net charge: 0
* electronic energy: -12395.8903 eV
* frontier orbital gap: 10.0 eV
* ΔE to the lowest compared entry with this formula, charge and spin: 19.5 kcal per mole
* LUMO: 0.55 eV


Entry 3:
The following is a quantum chemistry calculation of a single C19H21N3O5 molecule, from OMol25.

XYZ file:
```
48
Properties=species:S:1:pos:R:3:forces:R:3
C 0.194155 2.101698 6.491741 0.286 -0.133 -0.272
C 1.607369 1.781477 6.024193 -0.113 -0.052 0.567
O 1.644621 1.493986 4.629213 0.007 0.066 -0.326
C 1.328496 0.239981 4.260974 -0.014 -0.163 0.248
O 1.043417 -0.629961 5.050814 0.014 0.105 -0.040
C 1.381610 0.051616 2.797436 -0.044 -0.030 -0.262
C 1.628719 1.107837 1.921378 0.003 -0.152 0.149
C 1.652270 0.885872 0.562995 0.016 -0.122 -0.137
C 1.429022 -0.392576 0.047550 0.029 -0.016 0.447
N 1.467610 -0.545556 -1.339519 0.240 0.344 -0.231
C 0.748886 -1.482162 -2.040949 0.372 -0.118 -0.265
O 0.137486 -2.391526 -1.516937 -0.260 -0.141 0.264
N 0.800038 -1.395175 -3.425834 0.104 -0.218 -0.083
C 1.198031 -0.236971 -4.198377 0.063 0.175 0.001
C -0.072452 0.571616 -4.581909 0.042 0.312 0.015
N -1.145058 0.186160 -3.682622 -0.088 0.228 -0.035
C -1.069897 0.750593 -2.436436 -0.107 0.202 -0.108
O -0.276054 1.648725 -2.200290 0.133 0.093 0.171
C -1.997172 0.268619 -1.398485 -0.875 -0.209 -0.250
C -3.298966 -0.169905 -1.402102 0.765 0.309 -0.132
C -3.628914 -0.422849 -0.054344 0.315 0.082 0.423
C -2.509941 -0.122023 0.666132 -0.820 -0.293 0.073
O -1.534642 0.307524 -0.131795 0.474 0.223 -0.129
C -1.570662 -1.179160 -3.918442 -0.133 -0.370 -0.022
C -0.306695 -2.066100 -4.084584 -0.110 -0.209 0.132
C 1.198932 -1.453894 0.920737 -0.010 -0.111 -0.113
C 1.168382 -1.224881 2.279970 0.044 0.277 0.181
H 0.211032 2.380333 7.541586 -0.028 0.046 0.123
H -0.441536 1.228370 6.368589 -0.062 -0.036 0.034
H -0.217226 2.923784 5.910631 -0.051 0.095 -0.002
H 1.999475 0.919960 6.575398 0.010 0.197 -0.085
H 2.269472 2.640348 6.155395 -0.051 -0.133 -0.026
H 1.790313 2.099042 2.314440 0.017 0.074 0.000
H 1.815824 1.709692 -0.116731 -0.018 0.090 -0.077
H 1.680836 0.322081 -1.812714 -0.133 -0.222 -0.008
H 1.903970 0.382490 -3.648987 -0.015 -0.041 -0.079
H 1.705652 -0.595024 -5.100278 0.005 0.108 0.086
H -0.391868 0.352082 -5.601657 0.013 -0.004 0.023
H 0.100829 1.642270 -4.477274 0.016 -0.134 -0.128
H -3.944792 -0.268035 -2.251262 -0.054 -0.031 -0.218
H -4.564777 -0.780656 0.322310 -0.163 -0.063 0.153
H -2.293976 -0.181601 1.714564 0.137 0.027 0.130
H -2.193565 -1.211685 -4.816984 -0.014 -0.052 0.069
H -2.148771 -1.527290 -3.065385 0.065 -0.001 -0.151
H -0.459396 -3.036499 -3.614958 -0.025 0.083 -0.176
H -0.044850 -2.206443 -5.134390 0.013 0.009 0.018
H 1.024377 -2.441165 0.528865 0.009 -0.018 0.004
H 0.980389 -2.035021 2.968332 -0.005 -0.069 0.042
```
Positions in Å, forces in eV/Å.

Computed properties:
* structure (SMILES): CCOC(=O)c1ccc(NC(=O)N2CCN(C(=O)c3ccco3)CC2)cc1
* net charge: 0
* electronic energy: -34752.4854 eV
* frontier orbital gap: 9.0 eV
* ΔE to the lowest compared entry with this formula, charge and spin: 52.5 kcal per mole
* LUMO: 0.63 eV


Entry 4:
The following is a quantum chemistry calculation of a 8-piece molecular cluster, C22H23Cl28NO4P overall at a distorted geometry, from OMol25.

XYZ file:
```
79
Properties=species:S:1:pos:R:3:forces:R:3
C 3.431075 -0.545457 1.867628 -0.037 -0.329 0.403
C 3.046126 0.254673 0.486884 0.287 -1.174 -1.036
P 2.460071 2.062644 0.806807 2.712 0.013 0.045
C 2.765779 2.963026 -0.875252 -1.902 0.676 -0.937
N 0.712380 2.111533 1.256414 -6.179 -0.059 0.195
C 0.190381 1.343346 2.480267 -3.015 1.303 -0.635
C -1.381360 1.368059 2.984616 0.588 2.206 -3.537
C -2.513962 2.249423 2.127945 4.493 -0.567 -0.890
C -4.086496 2.255175 2.591986 -4.913 2.967 -0.308
O -4.982075 3.221001 2.372397 6.527 -6.090 0.973
O -4.550529 1.073518 3.390145 1.403 1.848 -2.732
C -1.906953 3.042360 0.796789 1.385 -1.754 1.873
C -2.873956 3.918139 -0.195140 0.240 0.933 -0.211
C -2.661522 3.645375 -1.797151 1.246 0.311 -0.332
C -2.441283 2.076486 -2.216435 -1.064 0.389 -1.352
C -3.426555 1.006178 -1.460756 0.558 -0.169 -0.043
O -2.521157 0.051826 -0.739477 -0.037 -1.808 -2.618
C -2.260322 -1.140700 -1.560883 -3.524 -5.698 2.093
C -1.199905 -1.261218 -2.806051 -0.080 -0.594 -0.395
O -2.947019 -2.262635 -1.220993 4.542 7.434 -2.093
C -0.295521 2.932210 0.435321 -2.437 -1.381 2.451
H 3.022080 -1.659411 1.817547 0.702 2.540 0.255
H 3.026506 0.029071 2.829645 0.774 -1.415 -2.072
H 4.595795 -0.628243 2.015931 -2.346 0.315 -0.455
H 4.061027 0.342100 -0.135803 -2.281 0.267 1.206
H 2.306429 -0.349200 -0.228606 1.504 1.199 1.714
H 2.402825 4.083998 -0.735488 0.817 -2.291 -0.271
H 2.096127 2.484858 -1.739849 1.671 1.026 1.649
H 3.894887 3.011378 -1.179254 -2.167 -0.452 0.885
H 0.944609 0.695227 3.115014 -1.556 1.643 -1.747
H -1.771965 0.762826 3.929238 1.289 1.330 -2.254
H -5.090991 0.453802 2.812188 0.822 1.298 0.700
H -2.590107 5.062612 -0.011433 -0.643 -2.477 -0.253
H -4.020951 3.836409 0.025107 2.429 -0.197 0.182
H -3.520115 4.169498 -2.439279 1.747 -1.286 1.701
H -1.661468 4.216743 -2.106195 -2.129 -1.192 0.492
H -2.704928 2.004110 -3.378472 0.782 0.282 2.580
H -1.311616 1.769122 -2.115739 -2.355 0.444 0.105
H -4.128747 1.466947 -0.643895 1.497 -0.752 -1.562
H -4.097130 0.357890 -2.168060 1.216 1.510 1.101
H -1.498853 -0.585154 -3.722485 0.603 -1.040 2.050
H -1.246454 -2.382580 -3.213174 -0.162 2.516 1.223
H -0.072826 -1.078158 -2.512870 -2.436 -0.025 -0.340
H 0.059827 3.535984 -0.515077 -0.487 -1.588 2.307
C -3.790979 1.707062 -6.637059 -0.151 0.099 -0.373
Cl -5.480912 2.270666 -6.669316 0.505 -0.178 0.063
Cl -3.574986 0.554052 -5.295998 -0.131 0.040 -0.311
Cl -3.403405 0.903594 -8.179365 -0.097 0.227 0.512
Cl -2.704673 3.099857 -6.403572 -0.218 -0.314 0.011
C -5.080897 -4.646150 -3.194320 -0.009 -0.124 0.106
Cl -5.770486 -5.709746 -4.446436 0.189 0.306 0.323
Cl -4.417339 -3.180428 -3.959749 -0.178 -0.282 0.020
Cl -6.355666 -4.186840 -2.037393 0.332 -0.092 -0.300
Cl -3.780172 -5.507537 -2.333750 -0.332 0.230 -0.237
C -0.855684 -2.415331 5.069802 -0.118 -0.468 0.066
Cl -0.536325 -3.653397 3.828929 -0.048 0.428 0.340
Cl -0.789667 -3.163153 6.685641 -0.025 0.255 -0.560
Cl 0.375068 -1.131830 4.958636 -0.227 -0.188 -0.016
Cl -2.471722 -1.712981 4.806019 0.313 -0.090 0.063
C 2.144316 -6.045843 1.927426 0.011 -0.217 0.057
Cl 2.916806 -7.241739 0.856139 -0.258 0.300 0.353
Cl 2.097496 -6.681687 3.591170 0.008 0.211 -0.456
Cl 3.079718 -4.529735 1.897130 -0.153 -0.267 0.020
Cl 0.483335 -5.730231 1.365298 0.363 -0.065 0.068
C 6.044346 4.257294 -3.866315 0.201 0.160 -0.252
Cl 4.354413 4.820898 -3.898572 0.301 -0.125 0.034
Cl 6.260339 3.104284 -2.525253 0.010 0.166 -0.216
Cl 6.431920 3.453826 -5.408620 -0.139 0.214 0.486
Cl 7.130652 5.650089 -3.632827 -0.352 -0.439 -0.037
C 5.744319 -4.060126 -1.348928 0.148 -0.325 -0.118
Cl 6.631758 -3.945358 -2.889657 -0.254 0.014 0.435
Cl 6.845705 -4.631746 -0.070363 -0.339 0.189 -0.323
Cl 5.106737 -2.455376 -0.909901 0.047 -0.204 -0.032
Cl 4.393152 -5.207961 -1.525782 0.381 0.396 0.001
C 2.744346 -1.189827 8.364590 0.061 -0.001 0.174
Cl 1.054413 -0.626223 8.332333 0.434 -0.055 0.127
Cl 2.960339 -2.342837 9.705652 -0.077 0.322 -0.407
Cl 3.131920 -1.993295 6.822285 0.003 0.124 0.354
Cl 3.830652 0.202968 8.598077 -0.283 -0.353 -0.083
```
Positions in Å, forces in eV/Å.

Computed properties:
* net charge: +1
* electronic energy: -392761.4524 eV
* frontier orbital gap: 6.7 eV
* ΔE to the lowest compared entry with this formula, charge and spin: 274.3 kcal per mole
* LUMO: -5.18 eV


The records above give, respectively, HOMO values of -14.56; -9.43; -8.38; -11.92 eV.